The molecule C4H9NO2. Source: the OMol25 dataset; level of theory: the ωB97M-V functional and the def2-TZVPD basis.

Results
Calculated total energy in eV: -9876.4964
Orbital gap in eV: 9.16
Relative energy (zero: lowest compared OMol25 entry of this formula, charge and spin) in kcal per mole: 82.2
E_HOMO in eV: -8.3222

```
! wB97M-V def2-TZVPD RIJCOSX def2/J DEFGRID3
* xyz 0 1
C 1.477 -0.070 -1.142
N 1.794 0.397 0.218
C 1.144 0.830 1.313
O -0.187 0.979 1.275
C -1.119 0.773 0.198
C -1.771 -0.588 0.377
O -0.837 -1.647 0.313
H 2.369 -0.570 -1.529
H 0.659 -0.792 -1.124
H 1.235 0.763 -1.811
H 2.782 0.369 0.419
H -1.869 1.562 0.308
H -0.650 0.881 -0.779
H -2.308 -0.598 1.336
H -2.497 -0.763 -0.423
H -0.221 -1.527 1.050
*
```

=====

The molecule ClH2NP2. Source: the OMol25 dataset; level of theory: the ωB97M-V functional and the def2-TZVPD basis.

Results
Calculated total energy in eV: -32622.0064
SMILES string: P/N=P\Cl
Orbital gap in eV: 9.01
Relative energy (zero: lowest compared OMol25 entry of this formula, charge and spin) in kcal per mole: 7.2
E_HOMO in eV: -9.7352

```
! wB97M-V def2-TZVPD RIJCOSX def2/J DEFGRID3
* xyz 0 1
P -0.121 0.615 1.345
N 0.380 -0.771 0.408
P 0.155 -1.447 -0.970
Cl -1.227 -0.689 -2.523
H -0.401 1.446 0.079
H 1.214 0.846 1.660
*
```

=====

A cluster of 2 separate species, CF2OS in total. Source: the OMol25 dataset; level of theory: the ωB97M-V functional and the def2-TZVPD basis.

Results
Calculated total energy in eV: -19351.6845
Orbital gap in eV: 7.99
Relative energy (zero: lowest compared OMol25 entry of this formula, charge and spin) in kcal per mole: 46.3
E_HOMO in eV: -9.7788

```
! wB97M-V def2-TZVPD RIJCOSX def2/J DEFGRID3
* xyz 0 1
C -0.517 -0.170 0.015
O -1.450 -0.881 0.030
F -0.440 1.118 -0.152
F 1.969 0.778 0.100
S 1.873 -0.794 -0.154
*
```

=====

A structure of composition C2H4Cl5Hg. Source: the OMol25 dataset; level of theory: the ωB97M-V functional and the def2-TZVPD basis.

Results
Calculated total energy in eV: -68913.0528
Orbital gap in eV: 4.22
Relative energy (zero: lowest compared OMol25 entry of this formula, charge and spin) in kcal per mole: 46.6
E_HOMO in eV: -13.2054

```
! wB97M-V def2-TZVPD RIJCOSX def2/J DEFGRID3
* xyz 1 1
Hg -1.462 3.343 -0.039
Cl -0.618 1.651 0.738
C -0.972 -0.731 -1.123
Cl -2.417 -0.357 -2.005
Cl -1.212 -2.299 -0.197
H -0.170 -0.822 -1.855
H -0.773 0.017 -0.356
C 1.423 -0.065 1.036
Cl 2.898 -0.585 1.867
Cl 1.324 -0.716 -0.714
H 0.589 -0.462 1.616
H 1.391 1.025 1.033
*
```

=====

The molecule C2HN3OS. Source: the OMol25 dataset; level of theory: the ωB97M-V functional and the def2-TZVPD basis.

Results
Calculated total energy in eV: -19437.0672
SMILES string: N#CS(=N)(=O)C#N
Orbital gap in eV: 9.12
Relative energy (zero: lowest compared OMol25 entry of this formula, charge and spin) in kcal per mole: 80.2
E_HOMO in eV: -10.4282

```
! wB97M-V def2-TZVPD RIJCOSX def2/J DEFGRID3
* xyz 0 1
N -1.240 -2.496 -0.358
C -0.560 -1.567 -0.174
S 0.207 -0.075 0.442
N 1.647 0.174 -0.636
O 0.242 -0.109 1.843
C -0.917 1.070 -0.177
N -1.500 1.959 -0.676
H 2.120 1.043 -0.264
*
```

=====

The molecule C4H7NO. Source: the OMol25 dataset; level of theory: the ωB97M-V functional and the def2-TZVPD basis.

Results
Calculated total energy in eV: -7797.3415
SMILES string: C[C@H]1NCC1=O
Orbital gap in eV: 10.49
Relative energy (zero: lowest compared OMol25 entry of this formula, charge and spin) in kcal per mole: 53.1
E_HOMO in eV: -9.5032

```
! wB97M-V def2-TZVPD RIJCOSX def2/J DEFGRID3
* xyz 0 1
C -1.518 -0.082 -0.430
C -0.418 -0.097 0.625
N 0.681 -1.013 0.291
C 1.397 -0.038 -0.522
C 0.590 1.097 0.438
O 0.788 2.089 1.072
H -1.792 -1.105 -0.704
H -1.197 0.441 -1.337
H -2.402 0.434 -0.048
H -0.822 -0.297 1.625
H 1.237 -1.128 1.134
H 0.987 -0.018 -1.536
H 2.468 -0.283 -0.610
*
```

=====

A cluster of 2 separate species, C4H12 in total. Source: the OMol25 dataset; level of theory: the ωB97M-V functional and the def2-TZVPD basis.

Results
Calculated total energy in eV: -4340.6741
Orbital gap (spin up / spin down) in eV: 2.73 / 12.16
Relative energy (zero: lowest compared OMol25 entry of this formula, charge and spin) in kcal per mole: 8.4
E_HOMO (spin up / spin down) in eV: 1.5731 / -7.7539

```
! wB97M-V def2-TZVPD RIJCOSX def2/J DEFGRID3
* xyz -1 2
C 1.391 -1.222 -0.746
C 1.480 -1.663 0.706
H 0.808 -0.298 -0.782
H 2.340 -0.753 -1.056
H 1.125 -1.968 -1.483
H 1.675 -0.883 1.432
H 2.152 -2.511 0.848
H 0.463 -2.015 0.953
C -1.039 2.018 -0.262
C -1.856 0.841 0.287
H -1.481 2.976 0.013
H -0.040 2.067 0.180
H -0.912 1.892 -1.339
H -2.100 0.956 1.343
H -2.711 0.790 -0.394
H -1.331 -0.111 0.244
*
```

=====

A cluster of 3 separate species, C34H61B2N3O12P in total. Source: the OMol25 dataset; level of theory: the ωB97M-V functional and the def2-TZVPD basis.

Results
Calculated total energy in eV: -75916.5327
Orbital gap in eV: 5.23
E_HOMO in eV: -4.8075

```
! wB97M-V def2-TZVPD RIJCOSX def2/J DEFGRID3
* xyz -1 1
C 5.070 3.503 2.072
C 6.100 2.262 1.677
C 5.261 1.140 0.809
C 5.622 1.154 -0.806
C 4.778 2.329 -1.595
C 4.179 1.636 -2.962
C 2.636 1.139 -2.692
C 1.558 2.266 -3.243
C 0.918 3.053 -1.941
C -0.628 3.569 -2.152
P -1.957 2.237 -1.627
C -2.044 1.419 -3.393
C -1.245 -0.009 -3.485
C -2.182 -1.346 -3.344
C -1.987 -2.099 -1.865
C -0.754 -3.187 -1.849
O -1.224 -4.556 -1.552
C -1.624 -4.710 -0.145
O -3.378 3.084 -2.022
C -3.476 4.493 -1.988
C -3.655 5.211 -0.486
O -2.401 5.736 0.066
C -2.618 6.465 1.331
C -3.284 5.571 2.535
O -1.837 2.701 0.097
C -1.951 1.426 0.880
B -1.795 1.583 2.512
N -0.357 1.841 3.027
O -2.875 1.459 3.509
C -3.298 0.741 0.241
B -4.787 1.371 0.602
O -5.066 2.398 1.624
O -5.952 0.897 -0.209
O -3.075 0.912 -1.234
H 4.387 3.724 1.120
H 4.395 3.126 2.956
H 5.632 4.466 2.458
H 6.992 2.740 1.067
H 6.493 1.703 2.655
H 5.616 0.083 1.208
H 4.106 1.208 1.036
H 6.775 1.247 -1.007
H 5.269 0.096 -1.227
H 5.465 3.277 -1.809
H 3.912 2.724 -0.890
H 4.796 0.691 -3.327
H 4.287 2.440 -3.818
H 2.551 0.944 -1.525
H 2.390 0.086 -3.197
H 2.199 3.067 -3.854
H 0.768 1.849 -3.998
H 1.571 4.047 -1.829
H 1.095 2.476 -0.911
H -0.728 4.567 -1.550
H -0.730 3.864 -3.296
H -0.789 1.465 -1.310
H -3.184 1.217 -3.683
H -1.619 2.111 -4.236
H -0.769 -0.052 -4.579
H -0.333 -0.112 -2.747
H -3.309 -1.020 -3.409
H -1.994 -2.170 -4.159
H -2.995 -2.632 -1.572
H -1.760 -1.329 -0.995
H -0.152 -3.102 -2.850
H 0.011 -2.914 -0.974
H -1.092 -3.989 0.607
H -1.313 -5.813 0.182
H -2.806 -4.649 -0.045
H -4.551 4.740 -2.470
H -2.766 5.137 -2.700
H -4.404 6.137 -0.559
H -4.194 4.403 0.172
H -3.242 7.452 1.168
H -1.548 6.810 1.724
H -4.425 5.405 2.229
H -2.825 4.486 2.614
H -3.243 6.061 3.597
H -1.135 0.585 0.653
H 0.195 0.940 2.912
H 0.120 2.557 2.407
H -2.829 0.541 3.914
H -3.485 -0.416 0.365
H -5.273 1.985 2.513
H -6.648 0.670 0.476
C -3.637 -7.011 -1.697
C -4.790 -6.314 -2.062
C -6.045 -6.782 -1.669
C -6.135 -7.952 -0.903
C -4.980 -8.658 -0.542
C -3.730 -8.182 -0.943
N -7.450 -8.435 -0.465
O -8.449 -7.793 -0.821
O -7.486 -9.454 0.239
H -2.660 -6.640 -2.001
H -4.709 -5.403 -2.652
H -6.934 -6.226 -1.962
H -5.036 -9.571 0.049
H -2.828 -8.722 -0.665
C 7.612 -2.631 6.333
C 8.474 -2.119 5.361
C 7.997 -1.842 4.079
C 6.648 -2.078 3.780
C 5.783 -2.600 4.751
C 6.272 -2.876 6.029
N 6.134 -1.765 2.441
O 6.936 -1.323 1.604
O 4.929 -1.957 2.225
H 7.987 -2.840 7.333
H 9.517 -1.932 5.605
H 8.681 -1.443 3.333
H 4.735 -2.793 4.531
H 5.607 -3.278 6.791
*
```